C39H35BrClNO5PdTe | ωB97M-V with the def2-TZVPD basis set

Geometry as XYZ:
```
84
Properties=species:S:1:pos:R:3:forces:R:3
H 3.05685 -0.28402 -3.63834 -0.038 0.100 -0.017
O -2.60747 -0.10382 -0.47174 0.879 1.250 0.004
H -2.61196 1.05136 1.83020 0.320 -0.079 0.547
C 3.12059 2.68211 -1.80873 -0.033 -0.179 0.163
C -0.83242 0.51283 2.98937 0.000 -0.037 0.004
C -0.27263 0.45400 4.26164 -0.009 -0.066 -0.067
C -2.83707 1.44419 3.92683 -0.029 0.016 -0.104
H 2.89087 3.58707 -2.35151 -0.091 0.128 -0.082
H 0.13165 1.06266 -2.22547 0.081 0.368 -0.142
H 0.35105 2.85168 -1.97351 -0.041 -0.394 -0.130
H -2.85497 1.69288 6.05221 -0.038 0.035 0.079
H 2.32587 -3.49652 0.95430 -0.007 -0.054 0.125
O -0.72448 3.58933 0.49867 0.091 -0.426 0.956
H -0.55188 0.84241 6.33881 0.050 -0.008 0.137
H 3.78300 -5.88796 -4.67637 -0.004 -0.039 -0.046
C 2.46537 0.53770 -0.98040 -0.270 0.220 -0.418
C 2.14123 1.70460 -1.67436 -0.048 -0.053 -0.191
C -5.22750 5.25267 0.84618 1.215 -0.188 0.184
H -6.73074 4.52434 -0.51065 -0.104 -0.042 0.029
C 2.55066 -2.28384 -3.08493 0.293 0.151 -0.377
C -3.46548 3.49912 -0.48057 -0.328 1.181 1.100
C 2.07884 -2.53419 -1.80391 -0.298 0.273 0.430
C -3.34911 -2.02737 0.64196 0.189 0.043 -0.233
C 3.55907 -4.49269 -3.08399 0.012 -0.074 0.096
C -2.32739 -1.29307 -0.20793 -1.202 -0.028 0.580
H 1.70433 -5.06084 0.42311 -0.082 -0.014 0.073
C -2.99809 4.33127 0.61910 0.038 -1.257 -0.725
C 2.28325 -3.75058 -1.16463 -0.075 -0.270 0.243
H -1.39653 4.76413 1.99558 0.235 0.345 -0.190
H 0.97949 2.06717 -3.42163 -0.159 -0.103 -0.089
H 2.18293 -1.18743 -4.87767 -0.086 0.046 -0.039
H -4.78408 -2.34112 -0.91568 -0.050 0.013 -0.122
C -2.28119 1.37500 5.19533 0.029 0.011 -0.104
C -2.11977 1.02765 2.81608 -0.216 -0.066 -0.396
H 0.72485 0.05821 4.37789 0.067 -0.062 0.050
C 3.30276 -3.27529 -3.70228 -0.218 0.322 0.152
H 5.13866 4.44772 -0.76532 0.051 0.070 0.015
C 4.39257 2.52476 -1.27290 -0.172 -0.074 -0.062
C -3.90014 5.18781 1.25042 -1.216 0.283 -0.011
H 4.26888 -1.70229 -0.33126 0.061 -0.095 0.079
H -5.18163 2.96266 -1.64956 -0.008 -0.037 -0.065
N 0.05456 0.59622 0.74148 0.544 0.161 -0.634
H 3.68132 -3.09122 -4.69732 0.000 0.002 -0.153
C -5.69803 4.45117 -0.20612 0.532 0.032 0.149
H -3.55774 5.82358 2.05197 -0.005 0.068 0.179
C 2.25989 -1.00854 -3.80797 0.079 0.046 -0.003
C 4.68346 1.35054 -0.59233 -0.264 -0.015 0.035
H 5.44479 3.97568 -2.43303 0.041 0.072 -0.052
C -5.20338 -3.20205 2.33051 0.089 0.010 0.190
H -3.84417 1.81053 3.80019 -0.103 0.039 -0.035
H 4.53433 -6.40124 -3.16453 0.034 -0.064 0.016
Pd -1.25307 1.64606 -0.16332 -2.515 1.225 -1.064
C -4.56216 -2.46735 0.13209 0.119 0.012 0.009
Br -3.60097 -2.85553 4.68086 -0.075 -0.021 -0.204
H -6.41182 -3.44099 0.58394 -0.070 -0.013 -0.002
C 1.72160 -3.99855 0.19642 0.001 0.039 0.119
Cl -6.30304 6.31177 1.64858 -0.437 0.420 0.277
C -3.04649 -2.17564 1.98685 -0.123 -0.157 0.033
C -3.99358 -2.74110 2.82380 0.115 0.038 0.106
C -4.84042 3.59325 -0.84254 0.481 -0.010 -0.176
H 4.92225 -0.72246 0.98926 -0.033 -0.079 0.144
C 3.04270 -4.71595 -1.81369 -0.104 0.188 0.028
H 3.22284 -5.65694 -1.31640 0.005 -0.135 0.046
C 3.73076 0.35937 -0.41667 -0.056 -0.145 -0.212
Te 1.00663 -0.97903 -0.59917 0.369 -0.065 0.935
H 6.39606 3.25999 -1.12557 0.102 0.035 0.019
C -5.47573 -3.07566 0.97909 0.066 0.094 -0.115
C 0.81446 1.92701 -2.35335 0.210 0.111 0.236
C 5.40855 3.61078 -1.40904 0.019 0.020 -0.033
C 4.33904 -5.54557 -3.80387 0.014 -0.022 0.018
H -2.09494 -1.85505 2.37964 0.093 0.006 0.075
C -0.99394 0.89158 5.35719 0.078 -0.004 0.046
C -0.02879 -0.06023 1.86270 -0.591 0.071 0.637
O -2.68539 2.71656 -1.11463 0.663 -1.450 -0.519
H -5.92059 -3.65064 2.99778 -0.087 -0.060 0.075
H 3.20503 -1.16251 0.98056 0.087 -0.159 0.279
H 0.70482 -3.59985 0.26082 -0.052 -0.189 0.141
H 1.31792 -0.59222 -3.45228 -0.037 0.186 -0.229
H 5.66827 1.20874 -0.17652 0.154 -0.027 0.153
O -1.29703 -1.91299 -0.52331 1.239 -0.373 -0.639
C 4.05558 -0.87975 0.35352 0.045 -0.134 -0.191
C -1.64312 4.23613 1.06789 -0.354 -0.259 -0.771
H 5.28803 -5.14622 -4.15779 0.059 -0.002 -0.025
O 0.57326 -1.14597 2.01997 0.878 -0.703 -0.322
```
Positions in Å, forces in eV/Å.

multiplicity	2
E_LUMO (spin up / spin down)	-0.2478 / -0.2432	hartree
charge	+1
frontier orbital gap (spin up / spin down)	3.354 / 3.475	eV
highest occupied orbital energy (spin up / spin down)	-10.097 / -10.093	eV


C39H35ClLaN2Si2 | ωB97M-V with the def2-TZVPD basis set

Geometry as XYZ:
```
80
Properties=species:S:1:pos:R:3:forces:R:3
H -2.04381 5.22759 -0.91978 0.246 -0.141 -0.063
C 0.39403 1.86577 5.77424 -0.214 -0.255 -0.446
H -2.69289 1.35256 -3.05433 0.484 -0.030 -0.374
H 1.87724 1.87825 -5.07264 -0.462 -0.207 -0.311
C -3.02661 -0.70166 2.75823 0.184 -0.703 -0.380
H 2.81499 -3.80987 4.87659 -0.070 0.196 0.061
H -0.69288 5.61354 -2.97729 0.058 0.035 0.086
C 0.44344 -0.47520 -0.92715 -1.737 0.936 -0.835
H -2.31294 2.87975 -4.96257 0.024 -0.112 -0.070
C 0.16169 -1.84648 -0.49824 0.584 -2.819 2.520
H -0.07166 3.14382 -5.98727 -0.118 0.072 0.206
C 0.26562 -3.22644 -3.26145 0.370 0.046 -0.535
C -1.70719 1.36862 -3.54777 -0.209 1.265 0.018
H 3.15908 1.77032 -2.74838 1.975 0.381 -1.148
C -1.11512 3.25845 4.53683 -0.162 -0.058 -0.148
C -1.85568 -2.60666 3.33757 -0.384 0.402 -0.457
C -0.72796 3.66823 -0.20089 0.321 0.052 0.041
H -3.56874 0.24546 2.83098 0.214 -0.391 -0.031
H 3.85417 -0.71888 -1.31565 -0.178 -0.252 0.068
H -1.36151 -3.37173 3.94137 -0.116 0.358 -0.308
H -2.44650 -0.92892 -1.38594 0.609 0.219 0.307
C -0.28341 3.08114 5.64220 0.119 -0.470 -0.278
Si -1.04861 -0.96347 -1.91278 1.046 0.016 -5.011
C 1.44054 -2.49520 3.88219 -0.037 0.779 0.247
C -1.25056 2.21777 3.61553 0.761 -0.473 0.432
H 1.65647 -4.51209 -4.32133 -0.248 0.133 0.066
C 0.85372 1.68920 -4.73134 -1.113 -0.318 -0.776
H -3.41384 -1.35442 0.62676 -0.013 -0.101 0.389
C 0.99310 -0.41849 4.85864 0.517 -1.146 -0.472
C 0.64746 3.97933 -2.58458 -0.393 -0.334 -0.258
C 0.61083 0.60632 -3.81853 -0.567 -0.225 -0.100
H 3.40882 -2.80367 -0.00858 -0.162 0.060 -0.050
H -2.10692 -1.32562 -4.75011 0.302 -0.020 0.008
H 3.21910 -2.16550 6.76576 -0.191 -0.016 -0.210
C -2.34857 -1.36794 3.82163 -0.212 -0.142 -0.570
C 0.84510 -3.79032 -4.41814 -0.372 -0.007 -0.018
H -0.15325 3.86641 6.38887 -0.081 -0.247 -0.264
C -0.23279 2.42502 -5.18957 0.796 0.292 0.235
C -1.17248 4.60774 -1.13318 0.020 -0.054 0.003
H -2.04539 -3.60601 1.33564 -0.131 0.314 0.189
H 1.20930 -3.19612 3.06871 0.201 0.332 0.319
C 0.89129 2.84999 -1.80325 0.769 0.279 0.224
C -0.70041 -2.21479 -3.34762 -0.415 -0.777 -0.006
C 2.57136 -2.19534 -0.33793 -0.412 -1.502 0.924
H 1.04025 -3.60037 0.37085 0.432 0.129 -0.178
C 1.80885 -0.16404 -1.40948 0.559 0.277 -0.128
C 2.53374 -1.94162 5.94991 -0.287 0.192 -0.290
H 0.59602 -3.58426 -2.29047 0.176 0.258 -0.214
N 0.82557 -1.29590 3.82663 0.349 -0.044 0.822
H -0.02315 0.42300 -0.45245 0.450 0.064 0.762
C 2.32132 -2.84232 4.90716 -0.162 0.023 -0.103
C 1.84002 -0.73319 5.93495 -0.374 0.006 -0.487
C -1.25348 -1.99716 -4.63307 0.367 0.212 -0.188
C 0.38139 -3.45370 -5.69420 -0.219 0.304 0.567
C -2.22064 -2.72776 1.96155 -0.209 0.550 0.139
C -1.48853 2.27232 -4.60476 -0.067 -0.262 0.285
C -2.95432 -1.54503 1.59767 -0.166 -0.350 0.507
H -1.94270 2.29696 2.76638 0.314 0.040 0.311
H -2.29537 -1.02169 4.85603 0.113 -0.068 -0.452
C 1.27551 -2.63919 -0.09528 0.502 0.493 -0.420
H 0.82414 -3.89199 -6.59167 -0.108 0.175 0.336
Cl 1.87960 0.73107 1.70609 1.004 0.542 0.171
Si 1.87043 1.38182 -2.44548 -1.827 -0.923 2.267
H 1.30565 4.17182 -3.42441 -0.361 0.041 -0.259
H 1.03838 1.67633 6.62611 -0.174 0.237 -0.124
C -0.70272 -2.56770 -5.79072 -0.081 -0.184 0.330
H 1.93104 -0.01658 6.74004 0.200 -0.240 0.012
C -0.43419 4.80776 -2.30082 0.098 0.117 0.330
H 1.12454 -0.33621 -4.10360 -0.162 0.473 0.623
La -0.42306 -0.53993 1.56870 -0.547 -0.146 3.947
H -1.11494 -2.33001 -6.77515 0.028 -0.074 0.395
C 0.34643 2.83598 -0.52004 -0.447 -0.287 0.228
H 0.83613 2.19240 0.22145 -0.599 0.100 -0.185
C 0.25969 0.86964 4.78728 -0.678 1.076 -0.598
H -1.18111 3.59586 0.78780 0.061 0.152 -0.209
C 2.83543 -1.00049 -1.04729 -0.920 1.272 -0.742
H -0.84090 -2.27423 -0.20033 0.622 0.389 -0.708
H -1.66223 4.18735 4.37207 0.139 -0.283 0.148
N -0.54884 1.06717 3.70374 0.101 0.719 1.094
C -0.72557 0.49341 -3.15069 0.270 -0.351 -1.212
```
Positions in Å, forces in eV/Å.

E_LUMO (spin up / spin down)	-0.1327 / -0.1327	hartree
charge	+1
energy relative to the best compared isomer or geometry (same formula, charge and spin)	1.6328	eV
frontier orbital gap (spin up / spin down)	5.098 / 5.096	eV
highest occupied orbital energy (spin up / spin down)	-8.709 / -8.708	eV


Largest force on an atom? In order: 2.99, 5.12 eV Å⁻¹.
DFT total energy? In order: -5367.82305, -2687.13094 Ha.